Entry from OMol25: the molecule CH2OS2 at a distorted geometry (ωB97M-V/def2-TZVPD).

The geometry in XYZ format:
```
6
Properties=species:S:1:pos:R:3:forces:R:3
C 0.369 -0.755 -0.632 1.82 -4.02 -1.93
O 0.336 -2.068 -2.829 0.32 -0.68 -0.58
S 1.113 -0.495 0.877 -0.99 1.07 0.99
S 1.118 -2.052 -1.578 -2.14 3.21 1.34
H -0.619 -0.554 -1.043 0.20 0.67 0.39
H -0.033 -0.094 1.526 0.79 -0.26 -0.21
```
Forces are in eV/Å.

Results
frontier orbital gap (alpha / beta) = 7.8 / 7.6 eV
energy above the lowest of the compared OMol25 structures with the same formula, charge and spin = 49.56 kcal/mol
LUMO energy (alpha / beta) = -0.02564 / -0.02797 Eh
E = -910.83660 Ha
total charge = 0

=====

Entry from OMol25: a structure of composition C26H43N6O6RhS2Si2Te (ωB97M-V/def2-TZVPD).

The geometry in XYZ format:
```
87
Properties=species:S:1:pos:R:3:forces:R:3
Rh 0.798 0.394 0.150 -0.07 -0.02 0.03
C 7.635 1.359 -1.582 0.00 0.01 0.00
C 6.423 0.503 -1.341 -0.02 0.00 0.01
C 6.160 -0.609 -2.129 0.00 -0.01 -0.02
C 5.030 -1.388 -1.917 0.01 0.00 0.00
C 4.155 -1.050 -0.899 0.01 0.00 -0.03
C 4.398 0.060 -0.098 -0.02 -0.01 0.02
C 5.527 0.823 -0.319 0.02 0.00 -0.01
S 2.672 -1.985 -0.657 0.04 -0.03 0.04
O 2.555 -2.230 0.778 -0.01 -0.01 0.00
O 2.785 -3.162 -1.490 -0.02 0.03 -0.02
N 1.436 -1.082 -1.085 0.02 0.00 -0.08
C 1.475 -0.527 -2.446 0.03 -0.04 0.04
C 1.690 0.995 -2.457 -0.06 -0.05 -0.07
O 1.961 1.558 -3.497 0.01 0.03 0.03
O 1.505 1.593 -1.308 0.03 0.07 0.04
H 8.257 0.948 -2.376 0.00 0.00 0.00
H 8.242 1.442 -0.680 0.00 0.00 0.00
H 7.340 2.369 -1.873 0.00 0.00 0.00
H 6.844 -0.870 -2.928 0.00 0.00 0.00
H 4.825 -2.256 -2.529 0.00 0.00 0.00
H 3.699 0.317 0.688 0.00 -0.01 -0.01
H 5.717 1.689 0.305 0.00 0.00 0.00
H 0.515 -0.717 -2.933 -0.01 0.02 0.00
H 2.239 -0.996 -3.068 0.01 0.00 0.00
O -0.688 -1.042 2.829 -0.03 0.01 0.00
N 0.724 -1.323 3.002 -0.01 -0.01 -0.04
C 0.841 -2.753 3.441 -0.01 -0.06 0.04
C 2.259 -2.989 3.757 0.00 0.06 -0.03
N 3.350 -3.147 4.067 0.00 -0.04 0.01
C 0.064 -2.881 4.696 0.02 -0.03 0.00
N -0.577 -3.003 5.638 -0.01 0.01 0.00
C 2.152 2.353 2.581 -0.01 0.01 0.02
C 0.656 2.511 2.428 0.02 -0.03 0.01
O 0.205 2.220 1.089 0.01 0.02 -0.01
H 2.454 2.642 3.589 0.00 0.00 0.00
H 2.688 2.985 1.870 0.00 0.00 -0.01
H 2.441 1.314 2.416 0.00 0.00 -0.01
H 0.328 3.522 2.679 0.00 0.00 -0.01
H 0.119 1.805 3.060 0.00 0.01 0.00
H 0.575 2.862 0.463 -0.01 -0.02 -0.01
C -3.679 -1.735 1.461 -0.02 -0.01 0.00
Si -4.590 -0.160 0.974 0.06 0.01 0.03
C -5.524 0.465 2.474 0.00 0.01 0.00
C -5.785 -0.505 -0.419 -0.01 -0.01 -0.02
C -3.318 1.110 0.456 0.01 0.05 0.02
Te -2.259 0.592 -1.340 0.02 -0.07 -0.08
C -3.603 1.665 -2.639 0.04 0.01 0.04
Si -3.029 3.445 -2.846 -0.10 0.02 0.03
C -4.266 4.346 -3.935 -0.01 0.00 0.03
C -1.340 3.475 -3.631 0.09 -0.10 -0.04
C -2.969 4.309 -1.181 -0.01 0.05 -0.01
H -4.382 -2.538 1.698 0.01 0.00 0.00
H -3.077 -1.518 2.348 0.00 0.00 0.01
H -3.022 -2.058 0.649 0.00 0.00 -0.01
H -6.256 -0.266 2.826 0.00 0.00 0.00
H -6.061 1.387 2.242 0.00 0.00 0.00
H -4.841 0.679 3.299 0.00 0.00 0.00
H -6.524 -1.253 -0.123 0.00 -0.01 0.00
H -5.259 -0.872 -1.303 -0.01 0.00 0.00
H -6.329 0.401 -0.700 0.00 -0.01 0.00
H -2.563 1.276 1.230 0.02 -0.04 -0.02
H -3.775 2.081 0.257 0.00 0.00 0.00
H -4.609 1.552 -2.231 0.02 0.04 -0.03
H -3.583 1.152 -3.603 0.00 -0.05 0.01
H -4.348 3.882 -4.920 0.01 -0.01 0.00
H -3.975 5.388 -4.083 0.00 0.00 0.00
H -5.260 4.339 -3.479 0.00 0.01 -0.02
H -1.331 2.975 -4.603 -0.04 0.02 -0.01
H -0.585 2.979 -3.016 -0.01 0.06 0.01
H -1.014 4.505 -3.794 0.01 0.01 0.01
H -3.955 4.375 -0.713 0.00 -0.01 -0.02
H -2.606 5.330 -1.322 0.00 0.00 0.03
H -2.294 3.807 -0.484 0.03 -0.01 -0.02
C 2.219 -5.005 1.420 0.01 0.02 -0.04
N 0.820 -4.574 1.570 -0.02 0.00 0.00
C -0.174 -5.096 0.771 0.00 -0.01 0.02
C -1.354 -4.584 1.186 0.02 0.01 -0.01
N -1.064 -3.769 2.244 -0.01 -0.07 0.03
C 0.256 -3.741 2.444 -0.03 0.01 -0.01
S 0.188 -1.168 1.332 0.01 0.11 0.07
H 2.346 -5.957 1.933 0.00 0.00 0.00
H 2.890 -4.253 1.803 0.01 0.02 0.03
H 2.411 -5.099 0.354 0.00 0.00 0.00
H 0.059 -5.785 -0.020 0.00 0.00 -0.01
H -2.356 -4.717 0.821 0.00 0.00 0.00
H -1.702 -3.110 2.677 0.00 0.01 0.01
```
Forces are in eV/Å.

Results
frontier orbital gap = 6.7 eV
energy above the lowest of the compared OMol25 structures with the same formula, charge and spin = 86.06 kcal/mol
LUMO energy = -0.01758 Eh
E = -3550.34213 Ha
total charge = 0

=====

Look up the total charge of the second one.
0

=====

The highest E belongs to which entry?
CH2OS2